A structure of composition C7H13AsN5OS5SeV. Source: the OMol25 dataset; level of theory: ωB97M-V with the def2-TZVPD basis set.

XYZ file:
```
34
Properties=species:S:1:pos:R:3:forces:R:3
V 10.091 9.376 5.434 -0.233 0.302 -0.488
H 8.280 7.377 4.979 -0.538 0.668 0.728
O 11.276 10.569 5.182 -1.141 -0.778 0.080
H 7.905 8.062 6.509 0.078 -0.191 0.233
C 5.606 8.558 5.142 0.030 -0.845 0.646
N 8.061 8.254 5.528 0.147 -0.783 -0.826
C 13.088 10.980 6.738 1.445 -0.537 1.984
N 6.934 8.885 5.018 0.183 2.203 -0.884
Se 9.271 10.562 7.440 -0.196 0.084 0.428
S 12.406 5.979 3.433 0.002 0.067 -0.071
H 14.199 10.965 6.761 -0.416 0.667 -0.463
H 12.425 12.989 4.877 -0.158 0.166 -0.173
S 8.943 5.176 4.097 0.332 0.873 -0.138
S 10.809 7.744 6.358 0.432 0.390 0.073
S 9.928 8.605 3.133 -0.036 -0.628 0.308
C 6.987 10.232 4.587 1.694 -0.535 1.499
C 12.928 12.118 4.475 2.067 -0.362 0.978
H 12.871 12.012 3.404 -0.811 -0.215 -0.286
C 5.086 7.227 5.568 0.149 0.357 -1.340
N 11.048 9.473 9.615 -0.466 0.575 -1.029
H 12.762 11.794 7.414 -0.145 -0.089 -0.946
H 4.022 7.330 5.642 -0.508 0.022 0.443
H 5.244 6.525 4.750 0.253 -0.188 0.026
N 5.721 10.557 4.504 -0.904 0.322 -0.406
H 12.989 10.074 7.362 -0.880 -0.006 -0.607
N 4.845 9.550 4.843 0.030 0.519 -0.383
C 10.429 9.908 8.730 0.245 -0.695 1.171
C 12.624 10.870 5.311 0.568 1.203 -0.254
S 8.383 11.280 4.577 -1.195 -1.550 -0.329
H 14.032 12.240 4.613 -0.731 0.348 0.099
As 10.467 6.520 3.625 -0.285 -0.064 -0.149
H 5.539 6.838 6.455 0.214 -0.119 0.611
H 13.143 10.047 4.889 0.680 -0.936 -0.538
H 5.363 11.476 4.277 0.094 -0.247 0.001
```
Positions in Å, forces in eV/Å.

## Properties
Total energy ... -223017.12093 eV
2S+1 ... 1
ΔE to the lowest compared entry with this formula, charge and spin ... 0.0 kcal per mole
HOMO level (spin up / spin down) ... -0.329 / -0.329 hartree


A cluster of 2 separate species, C10H19ClN2O3PS2 in total. Source: the OMol25 dataset; level of theory: ωB97M-V with the def2-TZVPD basis set.

XYZ file:
```
38
Properties=species:S:1:pos:R:3:forces:R:3
O 2.116 -3.192 -1.882 -0.558 0.518 0.223
H -2.438 2.031 -1.032 0.223 -0.247 -0.129
H 4.513 2.872 -1.054 -0.047 0.138 0.143
H -4.435 -3.155 4.761 -0.079 0.102 0.083
H 3.286 3.171 -2.969 0.073 -0.118 -0.086
C -0.307 0.937 -1.138 -0.250 -0.232 -0.069
S -1.502 -1.226 0.146 -0.984 0.098 0.216
P 0.629 -2.825 -2.470 0.066 -0.243 -0.800
Cl -0.589 -4.012 -1.392 0.420 0.261 0.092
O 3.669 1.741 1.316 0.090 -0.271 -0.313
H -6.105 -1.961 3.052 -0.027 0.064 0.135
H -2.704 -2.844 4.530 -0.008 -0.001 -0.001
H 2.106 -0.343 -2.761 -0.083 0.308 -0.360
O -3.144 -2.015 2.208 0.174 -0.012 -0.057
H 2.585 0.723 -0.091 0.025 -0.005 -0.276
H 2.764 -2.768 -2.463 0.282 -0.442 -0.007
H 1.001 3.265 -2.027 -0.084 -0.120 0.210
C 3.505 1.316 -0.046 -0.419 0.388 0.893
C -3.697 -2.401 4.487 0.258 -0.069 -0.150
C 0.411 -1.070 -1.809 0.918 -0.587 1.455
N 1.249 -0.126 -2.279 -1.350 -0.206 -0.121
C 3.475 2.547 -0.948 0.611 -0.551 -0.574
N -0.445 -0.463 -0.984 -0.016 0.088 -0.454
H 2.814 1.671 1.745 0.056 0.103 0.154
C 2.942 2.325 -2.371 -0.398 0.878 0.282
H 2.950 3.368 -0.461 -0.182 -0.104 0.035
C -3.967 -1.901 3.093 -0.062 -0.002 0.053
C 0.748 1.127 -1.960 0.891 0.549 -0.062
H -3.749 -1.574 5.196 -0.145 -0.041 0.042
H 4.344 0.655 -0.272 0.001 0.052 -0.186
H -5.419 -0.380 3.486 -0.089 -0.081 0.101
C 1.399 2.365 -2.487 0.553 -0.537 -0.471
H -0.599 -1.715 1.026 0.152 0.284 -0.355
H 1.171 2.435 -3.556 -0.180 -0.015 0.050
S -1.268 2.173 -0.381 0.008 0.133 0.450
C -5.303 -1.253 2.843 0.134 0.015 -0.271
H -5.368 -0.940 1.803 0.000 -0.008 0.008
H 3.363 1.442 -2.859 0.031 -0.085 0.117
```
Positions in Å, forces in eV/Å.

## Properties
Total energy ... -63276.47376 eV
2S+1 ... 1
Charge ... +1
HOMO level ... -0.452 hartree


A structure of composition C30H42BrClN2P2V. Source: the OMol25 dataset; level of theory: ωB97M-V with the def2-TZVPD basis set.

XYZ file:
```
79
Properties=species:S:1:pos:R:3:forces:R:3
H -5.099 0.159 -1.022 -0.073 -0.083 0.138
C 5.380 -2.729 0.281 -0.320 0.790 -0.155
H 1.912 -0.977 5.311 -0.192 -0.170 -0.159
H -0.460 3.166 -0.410 0.124 -0.110 -0.128
V 1.274 0.044 0.291 -0.443 -2.573 2.498
H -0.431 4.972 -1.846 0.154 -0.192 -0.085
C 0.143 4.124 -2.245 -0.061 0.393 -0.388
H -4.296 -0.715 1.823 0.261 0.007 -0.200
C 1.390 -1.399 4.454 0.064 0.070 -0.377
H -1.200 2.736 2.698 -0.025 0.142 0.013
H 0.414 -3.028 5.507 0.074 -0.003 -0.096
H -2.777 1.252 -2.977 0.166 0.111 -0.068
H 3.656 3.583 2.028 -0.238 0.075 0.083
H -5.786 -1.281 -0.250 0.093 0.159 0.048
H -2.399 -3.871 0.986 -0.261 0.089 0.104
C 4.694 -0.771 -1.527 0.010 -0.352 0.351
C 4.143 -0.707 -0.230 1.540 -0.799 -0.553
C 0.027 -3.031 3.383 0.193 0.311 -0.527
C -0.846 0.594 -2.258 0.272 -0.031 -0.020
C 2.640 1.258 0.814 0.906 -2.058 -1.346
C 1.804 4.341 2.848 -0.524 -0.086 0.227
H 1.085 4.531 -2.624 -0.208 -0.095 0.103
H 1.243 3.439 -0.537 -0.113 -0.157 -0.084
C -2.089 -2.991 -2.112 0.060 -0.193 -0.131
H -4.132 -2.530 -1.498 0.214 0.249 0.420
C -3.189 -3.129 1.175 1.742 -0.085 0.753
H -0.507 -0.113 -3.036 -0.137 0.184 0.265
C 3.117 0.217 0.123 0.119 1.675 1.259
H 6.006 -1.896 -2.825 -0.132 -0.092 0.271
Cl -0.896 -4.479 3.460 -0.029 -0.093 -0.123
H 1.632 3.144 -3.966 0.082 -0.305 0.017
H 2.166 0.120 3.110 -0.348 -0.370 0.078
C 0.214 -2.374 2.153 0.234 0.900 1.100
C -5.306 -0.317 -0.059 -0.185 -0.189 -0.676
P -2.703 -1.593 0.257 -3.955 -1.629 -0.673
C -1.769 1.659 -2.827 -0.591 0.011 -0.213
H 2.157 0.244 -3.040 0.021 0.185 0.220
C 0.425 4.128 3.061 1.594 -2.109 -1.542
N 0.912 -1.196 2.087 -0.088 -1.248 0.538
H -3.545 0.541 0.836 -0.360 0.036 0.182
P 0.681 1.273 -1.442 -0.759 2.946 -3.846
H -4.655 -4.052 -0.162 0.010 0.034 0.257
C 0.618 2.059 1.792 0.526 0.196 0.152
H -1.850 2.514 -2.147 -0.164 -0.256 -0.180
C 1.539 -0.772 3.212 -0.369 -0.120 -0.157
H -0.420 3.720 -3.087 0.201 0.215 0.115
C -3.136 -2.065 -1.487 1.158 0.698 -0.542
N 5.859 -2.780 -0.956 0.483 -0.491 -0.168
Br -0.616 5.327 3.915 -0.870 1.135 0.872
H -0.233 -2.758 1.234 0.268 0.049 0.255
H -6.032 0.310 0.469 0.245 -0.074 -0.009
H -1.381 -0.010 -1.499 0.206 0.241 -0.175
H -3.193 -1.130 -2.068 -0.091 -0.311 0.183
C -4.048 -0.437 0.788 1.119 0.936 0.681
H 2.262 5.237 3.242 0.006 0.056 0.014
H 2.858 1.651 -2.242 -0.119 -0.058 -0.228
C 1.971 1.302 -2.793 0.065 -0.275 0.283
C 2.017 2.257 1.598 -0.700 1.636 1.142
C 0.373 3.121 -1.125 -0.006 -0.765 0.653
H -3.106 -2.869 2.242 0.015 -0.121 -0.242
C 4.523 -1.704 0.695 0.086 -0.218 -0.321
C 0.594 -2.534 4.559 0.189 0.456 -0.546
H 0.994 1.685 -4.730 0.127 0.004 0.182
H -2.348 -3.183 -3.161 0.091 0.034 0.289
H -1.421 2.034 -3.799 -0.068 -0.167 0.310
C -0.149 2.942 2.543 0.224 0.104 -0.212
H -4.710 -4.599 1.516 0.162 0.246 -0.073
H 4.138 -1.727 1.711 -0.008 0.203 -0.126
H 2.736 1.986 -4.692 -0.345 -0.082 0.237
H -5.371 -3.012 1.094 0.157 -0.186 -0.025
C 2.589 3.418 2.167 -0.168 -0.535 -0.353
H 5.697 -3.513 0.978 -0.145 0.243 -0.295
C 5.550 -1.832 -1.834 -0.359 0.473 0.403
C -4.562 -3.719 0.877 -0.515 0.188 -0.419
H -1.091 -2.532 -2.091 -0.204 -0.131 -0.055
H -2.035 -3.963 -1.603 -0.017 0.236 -0.096
H 4.450 -0.036 -2.291 0.073 -0.096 0.237
H 0.097 1.192 1.280 -0.119 1.026 0.925
C 1.807 2.075 -4.104 -0.024 0.168 -0.246
```
Positions in Å, forces in eV/Å.

## Properties
Total energy ... -161581.54144 eV
2S+1 ... 4
Charge ... +2
ΔE to the lowest compared entry with this formula, charge and spin ... 40.4 kcal per mole
HOMO level (spin up / spin down) ... -0.445 / -0.464 hartree
⟨S²⟩ ... 3.776


The molecule C12H12O. Source: the OMol25 dataset; level of theory: ωB97M-V with the def2-TZVPD basis set.

XYZ file:
```
25
Properties=species:S:1:pos:R:3:forces:R:3
C -0.455 -0.938 -0.047 0.408 1.316 2.492
C 1.542 2.151 -0.976 0.263 -1.478 0.285
H 1.322 -0.369 3.320 -0.270 -0.220 -0.397
C -1.191 -1.135 -1.243 -3.608 -2.657 -2.696
H -1.523 1.010 -1.372 -1.645 -1.649 -0.290
C 0.799 -0.481 2.358 2.062 1.864 1.021
O -2.144 -2.413 -1.073 2.947 0.186 -1.685
H -1.859 -2.155 1.059 1.512 0.043 -0.105
C 2.212 1.419 1.286 1.584 1.387 1.887
H -2.259 0.065 -2.883 -0.248 -0.098 4.043
C 0.455 0.184 0.066 1.242 -0.481 0.684
C 0.701 1.017 -1.066 2.294 1.441 2.025
H -0.556 -1.428 -2.110 -0.380 0.560 0.463
H -3.168 0.117 -0.982 2.378 -0.596 -1.501
C 1.192 0.402 1.319 -0.724 -0.383 -2.303
H 2.889 3.278 0.421 0.214 -0.984 -0.372
C -0.217 -1.345 2.232 -0.037 -2.425 3.080
H 1.649 2.764 -1.911 0.098 -0.429 1.331
H -0.420 -2.046 3.098 0.032 1.202 -0.793
H -1.600 -3.208 -1.442 -1.428 2.194 1.040
H 2.975 1.693 2.177 -2.258 -1.208 -1.670
C -2.140 0.042 -1.582 -0.090 1.730 -2.607
H 0.301 0.672 -1.966 -0.526 0.175 -1.445
C 2.377 2.314 0.242 -2.567 0.038 -1.234
C -0.883 -1.611 1.073 -1.252 0.473 -1.255
```
Positions in Å, forces in eV/Å.

## Properties
Total energy ... -14683.36570 eV
2S+1 ... 1
SMILES string ... C[C@H](O)c1cccc2ccccc12
ΔE to the lowest compared entry with this formula, charge and spin ... 69.9 kcal per mole
HOMO level ... -0.304 hartree